Entry 1
This record from the OMol25 dataset describes a 3-piece molecular cluster, C3H3Cl9 overall. The level of theory is the ωB97M-V functional and the def2-TZVPD basis.

Geometry as ORCA input:
```
! wB97M-V def2-TZVPD RIJCOSX def2/J DEFGRID3
* xyz 0 1
H 6.290 8.948 8.109
Cl 6.661 4.420 2.703
Cl 5.092 6.975 7.859
Cl 4.698 11.894 4.319
Cl 2.912 13.260 6.102
C 6.470 8.040 7.533
H 6.392 6.425 3.844
Cl 8.737 6.267 3.597
Cl 7.960 7.315 8.067
Cl 6.976 4.965 5.584
C 3.733 11.711 5.814
C 7.131 5.628 3.927
Cl 6.531 8.625 5.808
H 2.955 10.971 5.627
Cl 4.721 11.133 7.160
*
```

Values from the calculation:
- frontier orbital gap (eV) = 11.370
- structure (SMILES) = ClC(Cl)Cl.ClC(Cl)Cl.ClC(Cl)Cl
- HOMO level (eV) = -11.0

Entry 2
This record from the OMol25 dataset describes a 3-piece molecular cluster, C3H3Cl9 overall. The level of theory is the ωB97M-V functional and the def2-TZVPD basis.

Geometry as ORCA input:
```
! wB97M-V def2-TZVPD RIJCOSX def2/J DEFGRID3
* xyz 0 1
C -0.425 -3.664 1.407
Cl 1.959 -0.811 1.058
C -0.429 3.484 -1.521
Cl -0.829 3.381 -3.234
H 0.047 -2.693 1.465
Cl -2.016 -3.430 0.644
Cl -0.589 -4.309 3.027
Cl 1.310 3.255 -1.274
C 0.912 0.284 0.128
Cl -0.921 4.991 -0.782
H 1.540 0.896 -0.504
Cl -0.120 1.272 1.155
Cl 0.636 -4.685 0.471
Cl -0.120 -0.647 -0.960
H -0.954 2.677 -1.079
*
```

Values from the calculation:
- frontier orbital gap (eV) = 11.425
- structure (SMILES) = ClC(Cl)Cl.ClC(Cl)Cl.ClC(Cl)Cl
- HOMO level (eV) = -11.1

Q: Which of them is the most stable? A: entry 2.

Entry 1
This record from the OMol25 dataset describes C3H3Br2N as an isolated structure. The level of theory is the ωB97M-V functional and the def2-TZVPD basis.

Geometry as ORCA input:
```
! wB97M-V def2-TZVPD RIJCOSX def2/J DEFGRID3
* xyz 0 1
C -0.727 -0.278 0.579
Br 1.985 -1.468 -0.073
N -0.553 1.213 0.503
H -0.504 -0.567 1.696
H 0.240 -0.519 -1.463
C 0.445 -0.428 -0.375
H 1.084 1.843 -0.492
Br -2.468 -0.885 -0.182
C 0.499 1.089 -0.193
*
```

Values from the calculation:
- frontier orbital gap (eV) = 10.749
- HOMO level (eV) = -10.2

Entry 2
This record from the OMol25 dataset describes one molecule with the formula C3H3Br2N. The level of theory is the ωB97M-V functional and the def2-TZVPD basis.

Geometry as ORCA input:
```
! wB97M-V def2-TZVPD RIJCOSX def2/J DEFGRID3
* xyz 0 1
H 1.799 0.255 0.824
C 0.897 -0.160 0.393
Br -2.561 -0.729 0.241
H -0.364 1.666 -0.846
Br 1.332 2.924 0.265
C 0.263 1.482 -0.039
H -0.843 -2.598 -0.722
C -0.823 -1.602 -0.261
N 0.299 -1.238 0.145
*
```

Values from the calculation:
- frontier orbital gap (alpha / beta) (eV) = 7.528 / 7.613
- structure (SMILES) = Br/C=N\C=C\Br
- HOMO level (alpha / beta) (eV) = -8.4 / -8.1

Q: Which of them is the most stable? A: entry 1.

Entry 1
This record from the OMol25 dataset describes one molecule with the formula C23H28N4O2. The level of theory is the ωB97M-V functional and the def2-TZVPD basis.

Geometry as ORCA input:
```
! wB97M-V def2-TZVPD RIJCOSX def2/J DEFGRID3
* xyz 0 1
H -2.141 0.703 3.686
C 4.983 -1.110 -0.842
H 2.949 -1.856 -1.025
C 1.035 2.461 -0.624
H -2.864 2.372 -1.659
H -1.396 3.359 -1.813
C 4.234 1.174 -1.361
C 4.011 -2.815 0.642
H -6.088 -3.597 -1.527
C -4.062 -1.501 -1.209
H -6.169 1.063 0.715
H -3.463 -2.218 -1.752
C -6.113 -2.655 -2.076
C -1.236 0.911 1.759
C -2.149 2.994 -1.120
H 4.208 -3.887 0.605
H -3.963 2.475 0.761
C -5.573 0.341 0.176
H -3.806 1.357 2.120
H -0.796 -0.391 3.362
C 3.941 -2.238 -0.785
H -5.595 -2.808 -3.021
C 6.016 -1.524 0.208
H 1.569 0.209 2.527
C -5.447 -1.579 -1.276
H 4.190 -3.002 -1.520
N 2.378 1.230 0.998
N 4.393 0.162 -0.495
H 3.223 3.065 -1.553
H 4.137 2.856 -0.028
N 2.237 1.996 -0.099
H 6.639 -0.687 0.519
H 4.779 -1.266 1.955
C -1.665 0.089 2.920
C -4.187 0.414 0.237
H -2.371 -0.684 2.612
H -2.358 -0.483 -0.435
C -1.463 2.219 -0.059
O 4.674 1.194 -2.490
O 1.012 3.180 -1.608
H 6.657 -2.303 -0.205
C 0.034 1.173 1.282
H -7.273 -0.682 -0.608
C -0.113 2.004 0.124
C -3.437 -0.519 -0.462
H 5.411 -0.987 -1.839
H -2.683 3.849 -0.703
C 1.354 0.823 1.665
H 5.732 -2.747 1.996
C -3.549 1.508 1.067
C 5.164 -2.084 1.345
H 3.073 -2.672 1.176
C 3.477 2.367 -0.752
N -2.119 1.562 0.942
H -7.151 -2.406 -2.278
H 3.914 0.235 0.397
C -6.194 -0.643 -0.570
*
```

Values from the calculation:
- frontier orbital gap (eV) = 8.389
- structure (SMILES) = Cc1ccc(Cn2c(C)c3cnn(CC(=O)NC4CCCC4)c(=O)c3c2C)cc1
- HOMO level (eV) = -7.9

Entry 2
This record from the OMol25 dataset describes one molecule with the formula C23H28N4O2. The level of theory is the ωB97M-V functional and the def2-TZVPD basis.

Geometry as ORCA input:
```
! wB97M-V def2-TZVPD RIJCOSX def2/J DEFGRID3
* xyz 0 1
C 1.530 0.911 -0.531
H -2.747 1.326 0.968
C 0.817 -3.768 -0.495
C -1.093 4.062 0.683
H -6.788 -1.402 -1.203
H 5.409 1.742 1.772
H 0.281 -2.595 2.625
C 1.123 2.943 0.697
H -6.460 0.858 0.841
H -3.602 -1.739 -0.528
C -7.009 -0.411 -0.812
C -4.162 0.652 -0.503
H 2.384 -0.438 -1.955
H -2.483 2.883 -0.999
H 1.775 -2.684 -2.070
C -2.729 0.933 -0.051
N -0.613 2.012 -0.599
H -8.078 -0.345 -0.627
C 1.251 -1.520 1.052
C -4.311 -1.650 0.301
C 1.970 1.877 0.320
H 0.648 -4.645 -1.102
O 3.222 1.879 0.874
H -5.140 -2.337 0.097
H -1.416 4.657 -0.171
O -0.262 0.142 -1.844
C -2.009 1.903 -0.989
N 5.477 -1.929 -0.852
H 5.975 0.327 0.977
H -2.166 0.000 -0.044
C 0.611 -2.619 1.596
H -2.020 1.488 -2.001
C 2.344 -0.310 -0.865
H -4.141 0.286 -1.543
H -4.319 -2.000 2.432
H -3.296 -3.117 1.517
H -4.732 1.585 -0.484
H -6.579 -0.853 1.257
C -6.237 -0.155 0.489
H -1.976 3.656 1.172
H -2.764 -1.458 1.802
H -6.743 0.323 -1.569
C 1.670 -1.532 -0.273
N 5.335 1.103 0.999
H 1.418 -0.642 1.661
N -4.798 -0.281 0.403
C 4.079 0.886 0.505
C -0.165 2.971 0.250
H -0.582 4.718 1.382
H -0.114 -4.602 1.245
C 0.194 0.957 -1.058
H 1.503 3.701 1.359
C 4.692 -1.123 -0.611
C 0.390 -3.745 0.822
C 1.453 -2.667 -1.039
C 3.741 -0.145 -0.305
C -3.627 -2.084 1.597
*
```

Values from the calculation:
- frontier orbital gap (eV) = 8.738
- structure (SMILES) = CCN(CC)CCCn1c(C)cc2c(c1=O)[C@H](c1ccccc1)C(C#N)=C(N)O2
- HOMO level (eV) = -8.2

Q: Which of them is the most stable? A: entry 1.